# 1
Density functional theory data (the ωB97M-V functional and the def2-TZVPD basis) for a structure of composition C20H21CrO3 at a distorted geometry.

```
! wB97M-V def2-TZVPD RIJCOSX def2/J DEFGRID3
* xyz -1 5
C 1.22 3.63 -1.04
C 2.30 3.35 -0.11
C 2.52 1.91 -0.12
H 2.94 4.10 0.37
C 1.67 1.36 -1.13
C 0.86 2.39 -1.66
H 0.09 2.26 -2.43
H 0.86 4.62 -1.31
H 3.37 1.41 0.34
H 1.68 0.33 -1.47
C -1.34 1.59 2.03
C -1.28 3.01 2.28
C -1.50 3.68 1.00
H -1.17 3.50 3.25
C -1.79 2.66 0.03
C -1.70 1.39 0.66
H -1.89 0.42 0.20
H -1.32 0.82 2.80
H -1.56 4.76 0.86
H -2.07 2.83 -1.01
Cr 0.49 2.72 1.11
O -0.37 -1.40 -1.61
C 0.33 -1.86 -0.39
C 0.14 -2.70 -1.65
H 1.29 -1.38 -0.23
H -0.28 -2.11 0.48
H 1.04 -2.83 -2.28
H 0.04 -4.64 -3.43
C -0.78 -4.74 -2.72
C -0.85 -3.79 -1.68
C -1.86 -3.90 -0.71
H -1.89 -3.20 0.13
C -2.79 -4.94 -0.80
H -3.56 -5.03 -0.03
C -2.75 -5.85 -1.86
H -3.48 -6.66 -1.92
C -1.73 -5.75 -2.82
H -1.67 -6.46 -3.65
C 2.83 2.77 3.27
O 2.56 1.35 3.00
C 1.53 1.09 2.15
O 1.10 -0.05 2.03
H 3.13 2.82 4.32
H 1.95 3.43 3.09
H 3.67 3.10 2.63
*
```

Properties
F_max: 0.055 Eh/bohr
Molecular weight: 361.4 g mol⁻¹
Energy: -55641.787 eV
⟨S²⟩: 6.05
Energy relative to the best compared isomer or geometry (same formula, charge and spin): 0.0 kcal/mol
Frontier orbital gap (spin up / spin down): 5.246 / 6.436 eV

# 2
Density functional theory data (the ωB97M-V functional and the def2-TZVPD basis) for a cluster of 3 separate species, C19H46O12P2Si in total at a distorted geometry.

```
! wB97M-V def2-TZVPD RIJCOSX def2/J DEFGRID3
* xyz 0 1
C 0.89 0.24 -2.96
C 0.88 -1.06 -3.97
O 2.05 -1.70 -4.21
O -0.32 -1.64 -4.60
C -1.06 -2.52 -3.64
C -0.63 -4.10 -3.85
C -0.40 -4.91 -2.40
C 1.08 -4.45 -1.87
Si 1.54 -5.09 -0.10
P 0.37 -4.17 1.53
C -1.44 -3.80 0.99
O 0.18 -5.29 2.89
P 3.65 -4.43 0.23
O 4.28 -4.04 -1.20
O 4.62 -5.61 1.07
O 3.50 -2.89 1.10
H 1.24 1.20 -3.54
H -0.15 0.49 -2.47
H 1.65 0.00 -2.10
H -2.20 -2.34 -3.88
H -0.87 -2.11 -2.55
H 0.45 -4.08 -4.35
H -1.33 -4.68 -4.59
H -0.42 -6.08 -2.63
H -1.26 -4.70 -1.64
H 1.22 -3.29 -2.00
H 1.87 -4.95 -2.62
H 1.41 -6.57 0.01
H -2.10 -3.56 1.96
H -1.85 -4.81 0.53
H -1.40 -2.91 0.23
H 1.04 -5.78 3.06
H 4.63 -6.41 0.44
H 2.85 -2.37 0.51
C -0.98 4.80 -6.80
O -1.63 5.09 -5.57
C -2.49 4.02 -5.15
C -2.90 4.21 -3.69
O -1.90 3.74 -2.77
C -0.75 4.59 -2.62
C -1.04 5.84 -1.79
O -1.64 6.85 -2.60
C -2.21 7.89 -1.82
H -1.71 4.62 -7.59
H -0.36 5.66 -7.08
H -0.33 3.93 -6.69
H -1.98 3.06 -5.27
H -3.38 4.05 -5.79
H -3.78 3.59 -3.51
H -3.18 5.25 -3.48
H -0.31 4.83 -3.59
H -0.02 3.98 -2.08
H -0.10 6.24 -1.40
H -1.70 5.58 -0.95
H -3.02 7.50 -1.20
H -2.62 8.64 -2.50
H -1.44 8.36 -1.19
C -0.90 0.60 8.44
O -0.48 0.03 7.21
C -1.28 0.47 6.11
C -0.60 0.13 4.79
O 0.40 1.08 4.41
C 1.63 0.99 5.13
C 2.49 -0.20 4.69
O 2.06 -1.40 5.34
C 2.60 -2.56 4.74
H -1.94 0.33 8.65
H -0.26 0.20 9.24
H -0.78 1.68 8.42
H -1.43 1.56 6.18
H -2.25 -0.04 6.18
H -1.36 0.18 4.00
H -0.21 -0.89 4.78
H 1.46 1.00 6.21
H 2.18 1.91 4.88
H 3.54 -0.03 4.98
H 2.43 -0.32 3.60
H 2.25 -2.65 3.71
H 2.25 -3.43 5.30
H 3.69 -2.53 4.77
*
```

Properties
F_max: 0.172 Eh/bohr
Molecular weight: 556.6 g mol⁻¹
Energy: -71467.133 eV
Frontier orbital gap: 8.241 eV

# 3
Density functional theory data (the ωB97M-V functional and the def2-TZVPD basis) for a cluster of 2 separate species, C2H3N2O2S in total at a distorted geometry.

```
! wB97M-V def2-TZVPD RIJCOSX def2/J DEFGRID3
* xyz -1 1
C 0.09 1.68 -0.21
C 0.24 0.37 0.03
N -0.10 2.87 -0.39
N 1.14 -0.27 0.82
O -2.41 -0.29 -0.87
O -1.11 -2.23 0.02
S -1.56 -0.79 0.18
H 0.66 -0.19 -1.72
H 1.00 -1.20 1.03
H 2.05 0.05 1.11
*
```

Properties
F_max: 0.155 Eh/bohr
Molecular weight: 119.1 g mol⁻¹
Energy: -20030.453 eV
Energy relative to the best compared isomer or geometry (same formula, charge and spin): 73.8 kcal/mol
Frontier orbital gap (spin up / spin down): 7.433 / 7.437 eV

# 4
Density functional theory data (the ωB97M-V functional and the def2-TZVPD basis) for an isolated molecule of C18H23NO5 at a distorted geometry.

```
! wB97M-V def2-TZVPD RIJCOSX def2/J DEFGRID3
* xyz 0 1
C 7.28 1.52 0.69
C 5.92 2.17 0.50
O 4.88 1.20 0.41
C 4.70 0.62 -0.78
O 5.33 0.88 -1.77
C 3.62 -0.37 -0.74
C 3.12 -1.15 -1.76
C 2.08 -1.91 -1.19
C 2.03 -1.56 0.13
C 1.09 -1.98 1.22
N -0.12 -1.18 1.22
C -1.22 -1.59 0.53
O -1.29 -2.68 0.00
C -2.33 -0.62 0.50
C -3.34 -0.60 -0.50
C -4.19 0.41 -0.18
C -5.43 0.95 -0.83
C -5.22 2.43 -1.17
C -5.73 0.16 -2.11
C -6.60 0.81 0.15
O -3.77 1.01 0.96
C -2.65 0.39 1.37
C -2.04 0.87 2.65
O 2.95 -0.62 0.41
H 7.27 0.88 1.57
H 7.53 0.91 -0.18
H 8.04 2.28 0.82
H 5.66 2.80 1.35
H 5.92 2.77 -0.42
H 3.46 -1.15 -2.77
H 1.46 -2.63 -1.67
H 0.78 -3.01 1.05
H 1.58 -1.88 2.19
H -0.02 -0.20 1.45
H -3.39 -1.27 -1.34
H -6.11 2.84 -1.63
H -4.99 2.99 -0.27
H -4.39 2.54 -1.87
H -5.88 -0.89 -1.89
H -6.63 0.55 -2.58
H -4.91 0.25 -2.82
H -6.39 1.36 1.06
H -6.76 -0.24 0.40
H -7.51 1.20 -0.30
H -2.80 1.35 3.25
H -1.62 0.03 3.20
H -1.25 1.60 2.46
*
```

Properties
F_max: 0.022 Eh/bohr
Molecular weight: 333.4 g mol⁻¹
Energy: -30767.207 eV
Energy relative to the best compared isomer or geometry (same formula, charge and spin): 45.1 kcal/mol
Frontier orbital gap: 9.064 eV